Entry 1:
Computed, not measured: one molecule with the formula C7H6S2 at a distorted geometry, with ωB97M-V/def2-TZVPD.

Atoms and positions in Å:
C -2.597 0.663 0.022
C -1.371 1.102 0.551
C -2.481 -0.565 -0.590
C -0.345 0.195 0.398
C 2.543 0.901 -0.823
C 0.956 0.267 0.839
C 1.762 -0.967 0.684
S -1.038 -1.285 -0.386
S 3.266 -0.419 -0.275
H -3.437 1.231 -0.086
H -1.008 2.087 0.967
H -3.088 -1.189 -1.242
H 3.192 1.487 -1.596
H 2.172 -1.642 1.548
H 1.474 -1.866 -0.012

Forces on atoms 1 to 6 (eV/Å):
C 1.712 -0.468 -0.430
C 0.742 1.030 0.194
C -0.865 -0.420 -0.239
C -0.770 -1.758 -0.251
C 0.238 1.509 -1.890
C 0.986 0.175 0.656

The HOMO-LUMO gap is 6.77 eV. Its spin multiplicity is 1. The calculation puts the energy relative to the best compared isomer or geometry (same formula, charge and spin) at 564.8 kJ/mol.

Entry 2:
Computed, not measured: one molecule with the formula C7H7Br2F at a distorted geometry, with ωB97M-V/def2-TZVPD.

Atoms and positions in Å:
C 0.363 0.451 -1.654
C -0.783 1.314 -1.409
C 0.941 -0.476 -0.886
C -1.682 1.131 -0.469
C 0.632 -0.886 0.540
C -0.803 -1.272 0.705
C 1.025 0.223 1.522
F -1.317 -1.272 1.940
Br -3.222 1.914 0.100
Br -1.529 -2.611 -0.386
H 0.806 0.607 -2.630
H -0.871 2.152 -2.102
H 1.797 -0.978 -1.314
H 1.245 -1.775 0.769
H 0.575 1.169 1.234
H 2.107 0.335 1.507
H 0.717 -0.026 2.536

Forces on atoms 1 to 6 (eV/Å):
C 0.315 -0.321 0.035
C -0.287 0.395 -0.037
C 0.040 -0.039 0.001
C 0.515 -1.289 0.609
C -0.096 0.014 0.030
C -0.634 1.184 -0.465

The HOMO-LUMO gap (spin up / spin down) is 8.80 / 7.58 eV. Its spin multiplicity is 1. The calculation puts the energy relative to the best compared isomer or geometry (same formula, charge and spin) at 188.1 kJ/mol.

Entry 3:
Computed, not measured: C7H7BrI3Yb as an isolated structure at a distorted geometry, with ωB97M-V/def2-TZVPD.

Atoms and positions in Å:
Yb -3.371 -0.351 0.754
I -3.371 -0.273 3.722
C -3.363 2.073 3.178
I -3.371 2.617 0.832
H -2.441 2.487 3.593
H -4.279 2.495 3.600
Br 3.016 -0.190 1.667
C 2.478 -0.506 -0.128
C 3.503 -0.672 -1.069
C 3.200 -0.908 -2.411
C 1.871 -0.980 -2.820
C 0.844 -0.816 -1.889
C 1.141 -0.579 -0.540
I -0.495 -0.351 0.754
H 4.546 -0.618 -0.765
H 4.001 -1.036 -3.135
H 1.633 -1.164 -3.865
H -0.187 -0.877 -2.232
H -5.354 -0.351 0.754

Forces on atoms 1 to 6 (eV/Å):
Yb -0.791 -0.286 -0.365
I 0.009 2.275 -0.380
C -0.001 -0.902 -0.964
I -0.108 -0.282 2.318
H -0.078 -0.346 -0.335
H 0.053 -0.353 -0.343

The HOMO-LUMO gap (spin up / spin down) is 5.46 / 4.74 eV. Its spin multiplicity is 2. As for the charge: +2. As for the expectation value of S²: 0.759.

Entry 4:
Computed, not measured: C7H7BrN2O as an isolated structure at a distorted geometry, with ωB97M-V/def2-TZVPD.

Atoms and positions in Å:
C 1.763 1.372 0.192
C 1.435 0.458 1.121
C 1.032 1.339 -0.970
C 0.370 -0.363 1.103
C -0.080 0.524 -1.059
C -0.387 -0.375 -0.009
C -1.881 -2.337 0.348
N -2.793 -0.373 -1.227
N -1.534 -1.124 -0.210
O -2.997 -2.833 0.169
Br -3.531 1.060 -0.299
H 2.405 2.029 0.603
H 1.912 0.736 2.027
H 1.327 1.990 -1.809
H 0.243 -1.149 1.901
H -0.838 0.630 -1.870
H -1.101 -2.839 1.081
H -3.437 -1.121 -1.519

Forces on atoms 1 to 6 (eV/Å):
C -1.950 -1.972 -1.269
C 0.803 1.277 2.190
C 0.021 1.136 -1.571
C -0.244 -3.355 1.975
C -0.475 0.077 -0.349
C -1.216 1.481 -2.866

The HOMO-LUMO gap is 8.29 eV. Its spin multiplicity is 1. The calculation puts the energy relative to the best compared isomer or geometry (same formula, charge and spin) at 0.0 kJ/mol.

Entry 5:
Computed, not measured: one molecule with the formula C7H7Cl2OP at a distorted geometry, with ωB97M-V/def2-TZVPD.

Atoms and positions in Å:
O 2.089 0.239 0.510
C 1.144 0.114 -0.233
C 1.460 0.584 -1.598
C 0.423 0.517 -2.517
C -0.867 -0.005 -2.139
C -1.184 -0.415 -0.874
C -0.149 -0.450 0.204
C -0.628 0.101 1.543
P -0.105 -0.984 2.984
Cl 1.713 -0.195 3.241
Cl -1.114 0.042 4.358
H 2.471 1.015 -1.740
H 0.553 0.828 -3.731
H -1.512 -0.168 -3.000
H -2.081 -0.960 -0.721
H 0.109 -1.508 0.372
H -1.781 0.029 1.627
H -0.538 1.216 1.713

Forces on atoms 1 to 6 (eV/Å):
O 0.335 -0.266 1.262
C 2.388 1.373 -0.944
C -2.655 -0.023 -2.079
C 2.790 1.161 -1.939
C -0.663 -0.820 0.857
C 1.262 0.212 -2.236

The HOMO-LUMO gap is 8.59 eV. Its spin multiplicity is 1. The calculation puts the energy relative to the best compared isomer or geometry (same formula, charge and spin) at 32.1 kJ/mol.

Entry 6:
Computed, not measured: one molecule with the formula C7H7ClO at a distorted geometry, with ωB97M-V/def2-TZVPD.

Atoms and positions in Å:
O 0.602 -1.041 2.699
C 0.369 -0.014 1.798
C 0.010 -0.033 0.383
C -0.343 -1.156 -0.378
C -0.704 -1.118 -1.719
C -0.675 0.183 -2.311
C -0.414 1.300 -1.701
Cl -0.661 2.869 -2.549
C 0.121 1.331 -0.286
H 1.215 -0.607 3.316
H 0.568 0.961 2.072
H -0.244 -2.102 0.090
H -1.041 -1.962 -2.248
H -1.042 0.211 -3.330
H -0.364 2.169 0.285
H 1.195 1.691 -0.292

Forces on atoms 1 to 6 (eV/Å):
O 0.029 1.432 -0.893
C -1.313 -2.091 -5.330
C 1.502 1.126 5.081
C -0.582 -1.535 -2.763
C 1.457 1.114 3.970
C -1.564 -0.870 -2.539

The HOMO-LUMO gap (spin up / spin down) is 7.31 / 7.31 eV. Its spin multiplicity is 1. The calculation puts the energy relative to the best compared isomer or geometry (same formula, charge and spin) at 59.1 kJ/mol.